No. 1
Computed, not measured: an isolated molecule of C16H25N7, with ωB97M-V/def2-TZVPD.

Computed properties:
Structure (SMILES): NCCN1CCC(c2nnc(Cn3ccnc3)n2C2CC2)CC1
HOMO-LUMO gap: 8.21 eV
Net charge: 0
HOMO level: -7.73 eV
Maximum force: 0.099 hartree/bohr
Energy: -27424.0999 eV
Energy above the lowest of the compared OMol25 structures with the same formula, charge and spin: 2.5799 eV

XYZ file:
```
48
C16H25N7 (ωB97M-V/def2-TZVPD)
N -0.46150 4.54275 -3.66662
N -0.73331 0.38690 -2.23985
N -0.78013 -0.25240 -1.02485
C 0.46052 3.64995 -3.48480
C 0.54041 0.44284 -2.55523
C 0.38204 -0.52629 -0.71372
C -1.45206 3.84136 -4.33060
C -1.04603 2.58090 -4.62406
N 0.10425 2.40090 -4.01224
N -1.13262 -1.70195 5.06649
N -1.72373 -1.22152 2.37753
N 1.25034 -0.21050 -1.66561
C 0.79545 1.10376 -3.82716
C -2.43449 -2.17142 4.61302
C -2.81664 -1.23872 3.41973
C -0.84803 -0.07406 2.28941
C -1.57223 -2.13574 1.24785
C 0.57331 -0.35414 1.88224
C -0.14413 -2.39900 0.91298
C 3.53232 1.02845 -1.69364
C 3.15926 0.68943 -0.28520
C 0.67105 -1.18971 0.54585
C 2.66143 -0.17033 -1.44108
H 1.34105 3.90925 -2.92647
H -2.32330 4.37268 -4.67109
H -1.68253 2.04751 -5.24297
H -0.71585 -1.29725 4.24959
H -0.57973 -2.47526 5.49420
H 0.57066 0.42954 -4.63394
H 1.94511 1.29221 -3.92013
H -3.17139 -2.07150 5.51334
H -2.27290 -3.24037 4.29690
H -3.78522 -1.54440 2.97253
H -2.99852 -0.19344 3.75813
H -0.89555 0.47805 3.19151
H -1.28757 0.61158 1.53458
H -2.13353 -1.91132 0.30749
H -2.00389 -3.03992 1.67137
H 1.04924 -1.03913 2.62197
H 1.04445 0.65693 1.79147
H 0.33924 -3.05937 1.66249
H -0.26655 -2.95009 -0.03581
H 3.11734 1.93395 -2.13401
H 4.61518 0.93128 -1.82028
H 2.37174 1.35966 0.16362
H 3.87153 0.33161 0.48912
H 1.75725 -1.34884 0.44926
H 3.10822 -1.20483 -1.57335
```



No. 2
Computed, not measured: a structure of composition C6H9N, with ωB97M-V/def2-TZVPD.

Computed properties:
HOMO-LUMO gap: 9.69 eV
Net charge: 0
HOMO level: -8.51 eV
Maximum force: 0.014 hartree/bohr
Energy: -7855.0617 eV
Energy above the lowest of the compared OMol25 structures with the same formula, charge and spin: 3.0979 eV

XYZ file:
```
16
C6H9N (ωB97M-V/def2-TZVPD)
C -0.53511 0.48139 -1.71931
N -0.36869 -0.57078 -0.71513
C -0.85163 -0.40305 0.72355
C 0.29718 -1.36801 1.08224
C 0.95218 -0.52065 -0.03752
C 0.92146 0.91193 0.51985
C -0.25879 0.95239 1.13504
H 0.38431 0.50349 -2.32181
H -1.36534 0.22662 -2.37357
H -0.69145 1.49062 -1.33263
H -1.89621 -0.60915 0.95183
H 0.09770 -2.38860 0.74408
H 0.69807 -1.35238 2.09917
H 1.83861 -0.86737 -0.57222
H 1.52991 1.73688 0.18252
H -0.75220 1.77669 1.63390
```



No. 3
Computed, not measured: an isolated molecule of C6H10O, with ωB97M-V/def2-TZVPD.

Computed properties:
Structure (SMILES): CC1=C(C)C1(C)O
HOMO-LUMO gap: 9.59 eV
Net charge: 0
HOMO level: -8.78 eV
Maximum force: 0.053 hartree/bohr
Energy: -8428.6665 eV
Energy above the lowest of the compared OMol25 structures with the same formula, charge and spin: 2.5739 eV

XYZ file:
```
17
C6H10O (ωB97M-V/def2-TZVPD)
C 0.66595 -0.62634 -0.10931
C 0.49077 0.66245 -0.13134
C -0.71827 -0.16811 -0.32199
C 1.57157 -1.79436 0.05591
C 0.66271 2.07416 0.14892
C -1.83605 -0.28203 0.67275
O -1.21553 -0.36186 -1.72094
H 1.06083 -2.84095 -0.11811
H 2.04424 -1.61088 1.13994
H 2.39867 -1.72138 -0.70620
H 0.29508 2.29257 1.15306
H -0.05943 2.67160 -0.35522
H 1.60280 2.54596 -0.02643
H -1.63318 0.35227 1.53289
H -1.98879 -1.32290 1.01062
H -2.73943 0.14041 0.11737
H -0.60192 -0.01059 -2.34193
```



No. 4
Computed, not measured: an isolated molecule of C4H4O2S2, with ωB97M-V/def2-TZVPD.

Computed properties:
HOMO-LUMO gap (alpha / beta): 6.78 / 6.94 eV
Net charge: 0
HOMO level (alpha / beta): -8.49 / -8.61 eV
Maximum force: 0.067 hartree/bohr
Energy: -29973.8704 eV
Energy above the lowest of the compared OMol25 structures with the same formula, charge and spin: 3.8584 eV

XYZ file:
```
12
C4H4O2S2 (ωB97M-V/def2-TZVPD)
C 0.64126 -0.14976 0.20672
C -0.70468 -0.05704 -0.27188
C 1.72244 0.83104 0.43256
C -1.76136 0.88123 -0.43395
O 3.39390 2.77612 0.25720
O -3.25799 2.86164 0.02714
S 2.13318 2.36979 -0.34354
S -1.90124 2.43892 0.21019
H 0.90042 -1.26911 0.40875
H -1.18979 -1.07808 -0.50063
H 2.51566 0.69664 1.18583
H -2.73023 0.48652 -0.76650
```